No. 1
ORCA calculation (ωB97M-V/def2-TZVPD) on a cluster of 2 separate species, C5H9F in total.

Calculated values
* E_LUMO: 0.038 Ha

Bonds (Å) are listed after each position.
Geometry (Å):
1 C 0.50 -0.21 -2.53  C2 1.299, H7 1.023, H8 1.062
2 C 0.56 -0.66 -1.31  C1 1.299, H9 1.152
3 C -1.15 1.13 0.41  C5 1.465, H10 1.133, H11 1.112, H12 0.998
4 C 0.26 -0.78 1.73  C5 1.560, H13 1.031, H14 1.127, H15 1.038
5 C 0.08 0.42 0.75  C3 1.465, C4 1.560, F6 1.369
6 F 1.18 1.23 0.85  C5 1.369
7 H 0.87 -0.74 -3.32  C1 1.023
8 H 0.10 0.75 -2.74  C1 1.062
9 H 1.09 -1.63 -1.00  C2 1.152
10 H -1.97 0.36 0.33  C3 1.133
11 H -1.49 1.65 1.34  C3 1.112
12 H -1.01 1.70 -0.39  C3 0.998
13 H 0.34 -1.66 1.19  C4 1.031
14 H 1.19 -0.66 2.34  C4 1.127
15 H -0.56 -0.89 2.36  C4 1.038

No. 2
ORCA calculation (ωB97M-V/def2-TZVPD) on an isolated molecule of C5H9F.

Calculated values
* E_LUMO: 0.039 Ha
* SMILES: CC1(F)CCC1

Bonds (Å) are listed after each position.
Geometry (Å):
1 C -1.61 -0.77 0.03  C2 1.504, H7 1.052, H8 1.078, H9 1.121
2 C -0.59 0.34 0.07  C1 1.504, F3 1.416, C4 1.535, C6 1.592
3 F -1.16 1.64 -0.06  C2 1.416
4 C 0.49 0.36 1.16  C2 1.535, C5 1.569, H10 1.159, H11 1.124
5 C 1.56 0.11 0.03  C4 1.569, C6 1.550, H12 1.149, H13 1.078
6 C 0.49 0.21 -1.09  C2 1.592, C5 1.550, H14 1.077, H15 1.170
7 H -1.14 -1.70 0.18  C1 1.052
8 H -2.45 -0.67 0.70  C1 1.078
9 H -2.07 -0.67 -0.99  C1 1.121
10 H 0.41 -0.56 1.85  C4 1.159
11 H 0.40 1.39 1.60  C4 1.124
12 H 2.52 0.69 -0.22  C5 1.149
13 H 1.96 -0.87 0.17  C5 1.078
14 H 0.45 -0.67 -1.71  C6 1.077
15 H 0.73 1.17 -1.72  C6 1.170

Results for energy relative to the best compared isomer or geometry (same formula, charge and spin): 3.942 0.961 (in eV, following the order of the records).
Results for HOMO: -8.23 -10.60 (in eV, following the order of the records).